DFT (ωB97M-V with the def2-TZVPD basis set) results for a cluster of 14 separate species, C70H182N14O21 in total in a non-equilibrium geometry.

The value obtained for the energy above the lowest of the compared OMol25 structures with the same formula, charge and spin is 68.6 kcal per mole. The total energy is -5122.27705 Ha. The calculation puts the LUMO energy at 0.5 eV. The value obtained for the HOMO-LUMO gap is 8.695 eV.

XYZ file:
```
287
C70H182N14O21, DFT ωB97M-V with the def2-TZVPD basis set
H 0.39 -1.15 2.78
C 2.58 3.61 3.40
O -6.09 -0.04 -0.04
H 2.71 -3.43 0.07
C 2.95 -7.23 1.10
H 9.12 -1.52 6.79
H -2.95 3.27 2.74
C 1.92 -8.66 2.76
H -0.98 1.36 -4.65
O -0.34 5.21 -2.22
H 1.42 5.79 -3.17
H 6.56 -1.16 -3.58
H -3.31 0.44 -2.81
H 4.81 -2.52 -4.12
H -0.31 -1.42 -1.73
C -2.23 6.11 4.79
H 1.73 3.73 0.79
O -0.47 -0.08 1.16
H -4.84 -0.98 -0.84
C 3.83 3.46 -2.62
C -3.59 1.34 0.34
O 1.38 3.17 2.75
H 9.91 -2.97 7.11
H 0.36 0.58 3.05
H 3.14 -0.19 5.76
H 1.30 -0.64 0.29
H 4.18 -1.07 -1.43
H 2.27 -7.77 7.30
H -5.18 -1.94 -3.11
H 9.64 0.18 5.15
H -3.23 -6.65 -1.67
H -4.59 5.86 -1.54
H 0.93 -9.10 2.89
H -2.77 1.42 4.44
N 2.38 -4.89 1.36
H -6.15 6.92 0.03
O -0.47 -3.97 1.15
H 3.43 -5.65 -0.36
H -2.47 5.67 5.76
H 1.76 3.00 -6.75
H -1.56 1.68 -7.14
H -5.62 6.77 3.62
O -2.21 7.53 -9.61
H 1.85 -5.52 4.40
H 1.73 -4.46 5.83
H 9.03 1.37 6.32
C 0.13 0.65 -1.08
H 1.82 1.55 -5.62
H -4.61 -7.50 -0.96
H -4.41 5.00 -9.10
H 5.44 0.88 3.51
H -2.58 -4.21 1.45
C -4.15 -0.12 -3.22
H -4.75 -2.56 2.91
H 2.31 -8.18 3.66
C -1.23 5.67 -1.26
H -1.80 3.70 -0.61
H 9.62 1.94 4.70
C 2.32 2.45 -6.00
C 0.63 0.21 0.35
C 4.27 1.33 0.47
H -3.06 6.77 4.56
H 6.93 -2.70 -3.26
H 1.99 1.26 -1.30
H -2.79 -1.40 3.83
H -0.07 6.84 -3.50
C 2.65 -5.93 0.34
N -3.40 -0.77 1.44
H 0.39 -4.39 -0.59
C 5.54 1.55 4.36
C 0.52 -3.66 0.21
H 0.61 -0.11 4.84
C 2.77 3.40 -4.81
O 7.87 0.75 4.68
H 5.01 0.57 0.22
H -4.25 7.23 -9.91
C 7.06 1.89 4.45
C -4.24 -1.54 -2.70
H 1.37 -1.36 -4.04
O -5.44 0.55 -3.02
H -7.78 -0.33 -1.11
H -1.23 6.44 2.38
H 0.05 3.58 1.28
H -3.58 -1.19 0.54
H 3.43 4.19 -5.18
H 4.79 3.33 5.06
H -4.16 4.34 3.22
H 1.90 3.98 -4.49
C -5.41 6.18 0.34
H -0.66 -4.76 5.86
N 3.31 2.61 -3.69
C 6.69 -2.28 7.59
H 6.72 -1.47 6.88
H 2.74 -2.42 -4.67
C 3.33 0.97 -7.58
C -4.52 -4.23 -1.57
C -1.84 -4.05 0.66
H -0.28 -1.03 6.04
H -6.90 -5.32 3.53
H 2.44 -2.66 -6.96
H -1.03 -1.17 -5.03
H -2.55 1.63 0.53
H -1.77 -1.96 -6.47
O 2.75 -1.55 -2.70
C -5.90 -4.96 3.27
H 7.23 2.62 5.25
C -2.79 3.36 -7.89
C 5.00 -2.35 -3.06
C -4.91 -2.95 -0.79
H 4.99 -1.61 5.24
C -5.25 1.96 -3.23
H -1.89 -4.90 -0.02
C 2.40 -7.03 6.51
H -1.11 4.48 3.88
H 5.22 1.05 5.28
C -3.47 6.97 -9.19
H 0.65 -4.05 -6.22
H -6.50 7.56 2.29
H -4.23 2.21 0.18
C 4.52 2.61 -1.50
H 5.36 -3.74 8.17
H -5.13 -0.43 4.27
H 3.64 -6.98 1.91
H 2.83 2.17 5.01
H -3.73 7.21 -8.16
C 1.03 3.91 1.60
H 5.18 1.91 -2.01
O 1.77 -7.71 1.69
O -4.81 -5.42 -0.86
H 3.11 -6.29 6.87
H -3.60 -3.80 3.50
N 1.01 -4.24 -7.14
H -2.86 9.47 -9.60
C -2.57 2.25 5.12
N 6.35 -1.93 -2.96
H 3.03 0.09 -7.02
H 2.27 4.37 4.12
H 0.28 -2.67 -0.17
H -0.47 1.56 -1.03
H -1.93 9.06 -8.22
H -0.13 -2.19 -8.51
H -2.17 -3.19 0.07
C -1.98 8.91 -9.30
C 0.63 -1.81 -7.82
N 4.24 -2.33 7.02
C 9.14 1.14 5.26
H -5.16 -5.75 3.23
H -0.45 -2.73 -5.55
H -5.90 -0.64 1.93
H -4.78 -6.76 -2.50
C 1.93 -3.63 0.81
H 1.67 -3.53 -9.74
H 3.37 -8.03 0.49
H 5.64 -3.85 6.56
O -3.44 3.32 4.81
O 1.17 -6.49 6.11
H -4.80 2.17 -4.20
H -1.30 6.68 4.89
C 0.50 6.24 -2.79
H 2.63 -9.44 2.48
C -0.85 -1.79 -5.91
O 0.14 -1.08 -6.69
H -1.83 6.54 -1.56
H -1.72 -0.37 -1.30
H -3.91 -2.79 5.88
H -2.88 5.05 0.70
H -0.25 -6.05 3.02
H -8.12 0.15 0.54
H 0.34 -2.82 4.69
H 4.39 -0.33 -3.02
C -3.39 5.37 -9.18
C 0.68 -0.56 5.83
H 3.01 -0.67 -4.51
C -7.45 -0.45 -0.08
H 1.70 -0.03 -2.26
C -4.13 0.49 1.48
H 2.95 -7.56 5.74
H -5.98 -2.79 -0.92
N -3.38 4.91 -0.16
C 4.98 -3.68 -2.27
H -0.94 -6.87 4.37
C -5.95 6.66 2.58
O -4.88 6.49 1.63
H 5.26 -3.47 -1.24
H -2.65 4.20 -2.02
H 3.98 -4.11 -2.23
H 7.49 2.35 3.56
H -0.24 2.90 -4.42
N -4.26 -1.70 -1.25
H 3.13 1.49 3.42
H -2.90 5.06 -10.11
O 3.53 2.03 -6.68
C -5.63 0.19 1.27
H 2.56 1.24 -8.30
H -3.49 -2.21 -3.11
H 3.46 0.88 1.04
C 9.08 -2.36 7.47
H 0.98 4.98 1.80
H 1.97 -2.89 1.61
H -6.67 5.85 2.60
H -2.84 1.89 6.11
H 5.69 -4.42 -2.63
H -3.99 1.04 2.41
H -6.19 2.51 -3.15
C -1.69 2.74 -6.89
H 3.88 -2.96 5.04
C 1.29 -5.31 5.31
H -5.00 -4.11 -2.54
C 4.08 -1.24 -2.50
H 2.97 4.00 -2.23
C 3.29 2.38 4.04
H 1.03 -1.06 -8.50
H 3.26 4.05 2.67
H 4.26 0.68 -8.08
H 1.14 1.06 0.81
N 4.69 2.74 4.24
H 3.43 -2.72 7.47
H 2.52 2.11 -3.31
O -2.06 2.91 -5.57
H -2.59 2.88 -8.85
H 6.66 -1.92 8.62
H 5.22 3.21 -0.92
H -6.04 5.29 0.35
C 2.86 -1.14 5.30
H -0.74 5.87 -0.31
H -1.52 2.56 5.16
H 4.83 2.01 1.12
C -2.32 4.55 -1.04
H -2.13 -2.40 4.94
C -0.17 -4.86 4.88
O 3.57 1.96 -0.67
O 1.68 -1.59 5.88
H -0.80 -0.19 -2.83
H -7.52 -1.50 0.20
C 2.44 -1.52 -4.13
N -1.87 5.66 2.32
C -1.21 2.41 -4.48
O 7.87 -3.09 7.40
C -0.16 -0.24 2.54
C -2.03 5.03 3.65
H -2.41 -0.57 1.37
C -3.19 3.96 3.55
N 1.32 0.84 -1.93
H 0.70 0.14 6.67
H 4.62 4.16 -2.91
H 3.00 -2.51 -9.32
H -3.67 6.97 -0.56
H -1.05 -0.43 3.13
H -6.14 -1.50 5.32
C 2.36 -3.30 -8.92
H -3.64 0.73 -0.56
C 4.07 -2.05 5.61
C -4.31 -6.62 -1.53
H 2.75 -0.97 4.23
H -1.01 9.23 -9.67
C 1.64 -3.01 -7.61
C -4.05 -2.22 4.97
C -4.42 -3.14 3.77
H 0.20 -4.38 -7.72
C -0.85 -5.88 3.92
H -6.05 -4.61 2.25
H 0.83 6.83 -1.94
H -1.85 -5.55 3.66
H -2.87 5.37 -7.15
O -5.54 -3.87 4.11
H -3.83 -0.11 -4.26
C -4.24 6.04 -0.53
H 0.06 -3.64 3.23
H 1.81 -6.11 -0.33
H -1.56 2.67 -3.48
C -0.74 -0.42 -1.76
H -4.68 -2.98 0.28
C 5.47 -3.08 7.32
H -3.44 -4.18 -1.75
H 3.03 -4.15 -8.93
N -0.16 -3.55 4.21
C -5.15 -1.08 5.14
H -3.80 3.10 -7.58
H -0.73 3.25 -6.97
H 1.74 -5.34 2.01
H -2.75 6.12 2.12
H -4.60 2.42 -2.47
N -2.67 4.89 -8.01
H 9.37 -1.96 8.45
H -4.87 -0.39 5.94
N -2.72 -1.60 4.82
H -6.21 1.04 1.62
```